(1)
{"formula": "N3O", "method": "ωB97M-V with the def2-TZVPD basis set", "symbols": ["N", "N", "N", "O"], "xyz": [[-0.69973, -0.25796, 1.48223], [0.58458, -0.13992, -0.45121], [-0.46165, 0.06623, 0.45366], [0.57680, 0.33165, -1.48468]], "charge": 1, "lumo_ev": -9.47, "smiles": "N#[N+]N=O", "orbital_gap_ev": 10.039}

(2)
{"formula": "N3O3S", "method": "ωB97M-V with the def2-TZVPD basis set", "symbols": ["N", "N", "N", "O", "O", "O", "S"], "xyz": [[-0.61094, 0.72669, 0.29574], [2.06635, 0.40736, -0.02713], [-1.58483, -0.00361, -0.00042], [-1.43833, -1.19177, -0.23956], [3.29802, 0.27111, -0.22440], [-2.72662, 0.52726, -0.02987], [0.99635, -0.73704, 0.22566]], "charge": -1, "lumo_ev": 3.37, "orbital_gap_ev": 8.142}

(3)
{"formula": "N4O12Tl", "method": "ωB97M-V with the def2-TZVPD basis set", "symbols": ["Tl", "N", "O", "O", "O", "N", "O", "O", "O", "N", "O", "O", "O", "N", "O", "O", "O"], "xyz": [[1.03458, 0.53535, -1.38153], [-2.36921, 2.43319, -2.42933], [-3.21134, 1.58992, -2.87707], [-1.16724, 2.07850, -2.58734], [-2.77271, 3.41572, -1.83698], [3.75008, 0.89239, 1.80708], [3.37979, 1.34204, 2.87438], [2.98329, 0.71276, 0.84520], [4.98981, 0.70851, 1.55900], [0.99865, -2.71589, 1.00270], [1.24393, -1.89155, 0.09571], [1.82139, -3.58720, 1.30539], [-0.02148, -2.51943, 1.65988], [-2.63436, -0.73459, 0.00615], [-1.48655, -0.30333, -0.12694], [-3.03063, -1.42353, 0.95284], [-3.50800, -0.53285, -0.86915]], "charge": -1, "lumo_ev": -3.94, "orbital_gap_ev": 2.249}

(4)
{"formula": "NO3Rb", "method": "ωB97M-V with the def2-TZVPD basis set", "symbols": ["Rb", "N", "O", "O", "O"], "xyz": [[-1.19175, 4.07330, -1.98990], [0.32059, -1.00057, 0.46845], [1.00059, -0.44565, 1.39117], [-0.59151, -0.41785, 0.00833], [0.46209, -2.20921, 0.12194]], "charge": 0, "lumo_ev": -2.29, "orbital_gap_ev": 3.977}

Question: Which formula does entry 1 have?
Answer: N3O